1.
146
Properties=species:S:1:pos:R:3 method="wB97M-V/def2-TZVPD" charge=+5 molar_mass_g_mol=1108.203 multiplicity=2 orbital_gap_ev="4.581 / 2.099"
C -15.586 -2.774 -7.226
O -14.166 -3.123 -7.052
O -16.145 -3.209 -6.002
C -15.800 -1.276 -7.623
F -17.002 -0.802 -7.446
F -15.005 -0.429 -6.915
F -15.613 -1.116 -8.906
C -13.267 -2.909 -8.094
C -11.889 -3.444 -7.693
H -12.012 -4.387 -7.159
H -11.187 -3.550 -8.520
H -11.464 -2.825 -6.903
H -13.158 -1.902 -8.496
H -13.491 -3.588 -8.916
H -15.995 -3.443 -7.984
C -17.899 -6.317 -4.493
C -19.111 -5.413 -4.660
O -20.284 -5.816 -4.536
N -18.758 -3.910 -4.870
H -18.822 -3.311 -4.060
H -17.798 -3.904 -5.184
C -19.463 -3.340 -6.140
H -16.962 -5.876 -4.154
H -17.833 -6.852 -5.440
H -18.182 -7.181 -3.893
H -19.182 -3.956 -6.995
H -19.189 -2.294 -6.276
H -20.530 -3.341 -5.915
C -15.130 -8.912 -7.492
C -13.962 -7.874 -7.454
O -13.458 -7.462 -8.521
N -13.388 -7.366 -6.163
H -13.475 -8.063 -5.437
H -12.394 -7.209 -6.247
C -14.249 -6.128 -5.759
H -15.607 -8.910 -8.472
H -15.973 -8.756 -6.819
H -14.718 -9.902 -7.297
H -13.916 -5.372 -6.470
H -13.853 -5.856 -4.780
H -15.325 -6.304 -5.765
C -13.012 -2.092 -4.179
C -13.955 -1.129 -3.526
O -13.762 -0.496 -2.498
N -15.434 -1.208 -4.075
H -15.414 -1.595 -5.008
H -16.024 -1.910 -3.651
C -16.174 0.079 -4.120
H -13.433 -3.097 -4.154
H -12.003 -2.076 -3.766
H -12.859 -1.835 -5.227
H -16.438 0.388 -3.108
H -17.056 -0.106 -4.732
H -15.511 0.793 -4.608
C -8.834 -2.005 -11.054
C -7.399 -2.377 -11.372
N -7.206 -3.809 -11.498
C -7.328 -4.744 -10.462
C -6.956 -5.979 -10.978
N -6.618 -5.826 -12.311
C -6.794 -4.485 -12.598
C -6.390 -6.814 -13.325
H -9.406 -2.541 -11.811
H -9.049 -0.938 -11.124
H -9.048 -2.332 -10.037
H -6.647 -1.993 -10.682
H -7.130 -1.942 -12.334
H -7.696 -4.404 -9.505
H -6.935 -6.969 -10.547
H -6.600 -4.072 -13.578
H -5.314 -6.860 -13.493
H -7.017 -6.655 -14.203
H -6.751 -7.777 -12.965
C -18.302 -3.407 -10.648
C -17.610 -4.745 -10.263
N -16.305 -4.923 -10.768
C -15.234 -5.559 -10.168
C -14.109 -5.317 -10.972
N -14.563 -4.714 -12.117
C -15.909 -4.475 -12.006
C -13.864 -4.294 -13.309
H -17.999 -2.962 -11.596
H -18.155 -2.602 -9.929
H -19.364 -3.559 -10.452
H -18.232 -5.599 -10.532
H -17.557 -4.839 -9.178
H -15.317 -5.970 -9.173
H -13.117 -5.691 -10.767
H -16.530 -3.954 -12.719
H -13.241 -3.427 -13.091
H -14.579 -4.149 -14.118
H -13.270 -5.148 -13.635
C -5.831 -9.137 -5.875
C -5.648 -8.245 -7.083
N -6.904 -7.435 -7.415
C -7.201 -6.071 -7.156
C -8.483 -5.854 -7.590
N -8.962 -6.983 -8.270
C -7.948 -7.947 -8.247
C -10.274 -7.114 -8.795
H -5.539 -8.573 -4.989
H -5.251 -10.060 -5.854
H -6.895 -9.348 -5.769
H -5.378 -8.906 -7.907
H -4.815 -7.543 -7.051
H -6.473 -5.488 -6.613
H -9.173 -5.024 -7.592
H -8.130 -8.948 -8.609
H -10.733 -8.059 -8.504
H -10.427 -7.024 -9.871
H -10.966 -6.369 -8.403
C -18.824 1.370 -8.736
C -18.806 1.926 -7.317
N -20.078 2.254 -6.691
C -20.644 3.520 -6.738
C -21.911 3.352 -6.202
N -22.112 2.048 -5.789
C -20.940 1.390 -6.066
C -23.238 1.485 -5.130
H -17.836 1.082 -9.095
H -19.295 2.152 -9.332
H -19.500 0.515 -8.717
H -18.063 2.716 -7.208
H -18.419 1.082 -6.747
H -20.214 4.367 -7.251
H -22.704 4.074 -6.073
H -20.822 0.318 -6.025
H -23.709 0.696 -5.717
H -23.964 2.297 -5.102
H -22.963 1.162 -4.126
C -13.212 -0.315 -11.768
F -13.712 -0.027 -10.520
F -12.386 0.644 -12.052
F -12.523 -1.446 -11.719
S -14.764 -0.489 -12.969
O -14.337 -1.047 -14.246
O -15.617 -1.418 -12.273
O -15.346 0.799 -13.060
C -10.075 0.123 -6.009
F -9.777 1.473 -5.841
F -9.951 -0.526 -4.848
F -11.355 -0.031 -6.401
S -8.899 -0.695 -7.311
O -7.529 -0.188 -7.061
O -8.989 -2.128 -7.056
O -9.347 -0.275 -8.594

---

2.
143
Properties=species:S:1:pos:R:3 method="wB97M-V/def2-TZVPD" charge=+1 molar_mass_g_mol=1195.793 orbital_gap_ev=7.504
C 3.463 -0.693 3.771
C 1.964 -0.707 3.567
O 1.441 0.350 2.782
C 1.628 1.614 3.262
C 2.838 2.435 2.812
C 3.437 2.233 1.400
C 2.736 1.242 0.460
C 2.753 1.680 -1.004
C 2.489 0.499 -1.920
O 1.097 0.489 -2.267
C 0.733 -0.600 -3.001
C -0.577 -1.213 -2.619
O 1.437 -1.065 -3.894
C 2.392 3.905 3.104
C 0.993 3.773 3.757
C 0.188 5.053 3.556
C 0.667 6.020 4.638
O 1.503 6.884 4.446
I -0.213 5.699 6.583
N 0.444 2.513 3.098
Br 0.027 2.980 1.280
P -1.141 2.111 4.050
C -2.570 2.541 3.008
C -3.856 2.275 3.848
C -1.283 0.293 4.186
C -1.919 -0.448 3.007
H 3.986 -0.543 2.838
H 3.752 -1.627 4.232
H 3.771 0.083 4.461
H 1.707 -1.625 3.064
H 1.481 -0.738 4.547
H 1.737 1.555 4.351
H 3.656 2.291 3.503
H 3.480 3.199 0.911
H 4.467 1.924 1.518
H 1.709 1.047 0.717
H 3.285 0.310 0.488
H 3.706 2.123 -1.261
H 1.966 2.402 -1.194
H 2.718 -0.446 -1.437
H 3.113 0.554 -2.802
H -1.314 -0.484 -2.315
H -0.416 -1.932 -1.823
H -0.926 -1.758 -3.481
H 2.412 4.549 2.245
H 3.035 4.272 3.891
H 1.073 3.629 4.825
H 0.400 5.549 2.624
H -0.877 4.929 3.705
H -2.622 1.957 2.098
H -2.568 3.587 2.741
H -3.682 1.548 4.626
H -4.616 1.930 3.166
H -4.156 3.215 4.283
H -0.350 -0.166 4.472
H -1.941 0.174 5.040
H -1.662 -1.496 3.048
H -2.997 -0.399 3.063
H -1.604 -0.041 2.057
C -0.061 -2.517 0.813
O 0.192 -3.193 -0.414
C -0.420 -4.379 -0.517
O -1.125 -4.869 0.322
O -0.113 -4.895 -1.696
C -0.704 -6.175 -1.958
H 0.485 -1.577 0.770
H -1.122 -2.308 0.925
H 0.298 -3.107 1.656
H -1.789 -6.104 -1.948
H -0.369 -6.907 -1.227
H -0.368 -6.468 -2.947
C -2.935 5.492 13.158
O -2.795 6.661 12.346
C -1.817 6.594 11.452
O -1.078 5.662 11.276
O -1.797 7.739 10.771
C -0.772 7.802 9.782
H -3.762 5.688 13.833
H -3.165 4.624 12.544
H -2.030 5.314 13.733
H -0.899 7.007 9.049
H 0.213 7.725 10.239
H -0.867 8.766 9.293
C 9.022 2.596 5.004
O 9.376 2.514 3.621
C 8.361 2.294 2.799
O 7.206 2.163 3.120
O 8.836 2.242 1.559
C 7.848 2.006 0.559
H 9.946 2.777 5.544
H 8.335 3.422 5.175
H 8.581 1.662 5.343
H 7.111 2.808 0.553
H 7.359 1.047 0.724
H 8.363 1.984 -0.395
C -5.669 1.930 -1.357
O -6.371 1.953 -0.112
C -7.701 1.979 -0.243
O -8.300 1.991 -1.280
O -8.233 1.989 0.975
C -9.665 2.017 0.987
H -4.611 1.905 -1.112
H -5.929 1.035 -1.918
H -5.881 2.819 -1.947
H -10.069 1.133 0.498
H -10.035 2.915 0.499
H -9.962 2.022 2.031
C -2.495 -0.480 -9.607
O -1.189 0.041 -9.345
C -0.597 -0.477 -8.276
O -1.066 -1.309 -7.541
O 0.600 0.081 -8.144
C 1.348 -0.423 -7.032
H -2.852 0.027 -10.498
H -2.451 -1.551 -9.793
H -3.165 -0.271 -8.776
H 1.540 -1.487 -7.150
H 0.822 -0.242 -6.101
H 2.292 0.113 -7.021
C -1.319 -4.236 -6.608
O -2.604 -4.638 -6.114
C -3.252 -5.500 -6.887
O -2.863 -5.954 -7.931
O -4.421 -5.776 -6.311
C -5.232 -6.697 -7.044
H -0.919 -3.532 -5.887
H -0.652 -5.094 -6.681
H -1.413 -3.742 -7.567
H -4.728 -7.655 -7.149
H -5.479 -6.296 -8.024
H -6.142 -6.829 -6.467
C -0.414 -8.073 -8.176
O 0.753 -8.092 -9.003
C 1.893 -7.939 -8.342
O 2.008 -7.784 -7.155
O 2.892 -7.981 -9.221
C 4.189 -7.829 -8.643
H -1.267 -8.196 -8.834
H -0.386 -8.892 -7.459
H -0.504 -7.123 -7.660
H 4.391 -8.630 -7.935
H 4.279 -6.863 -8.149
H 4.897 -7.883 -9.463